ORCA calculation (the ωB97M-V functional and the def2-TZVPD basis) on a structure of composition C34H39IrN5O at a distorted geometry.

Net charge ... -1
Energy ... -1772.21897 hartree
Multiplicity ... 5
Orbital gap (alpha / beta) ... 2.897 / 6.575 eV
F_max ... 0.090 Eh/bohr

Last column: Mulliken charge in e.
Atoms and positions in Å:
Ir  0.27839  0.03734  -0.32208  1.7459
N  -1.87327  -1.30137  0.98824  0.1454
N  -0.55984  -2.40971  -1.46521  0.7821
C  2.19722  0.84604  -0.32017  0.4589
C  2.25494  -0.53525  0.12465  0.7157
C  1.59610  -0.60131  1.40188  0.4407
C  1.56393  -1.80067  2.30326  -1.4700
H  1.57556  -2.73212  1.72738  0.2877
H  0.67251  -1.78788  2.94188  0.2405
H  2.44799  -1.79204  2.96148  0.3138
C  1.12075  0.69907  1.73361  0.4064
C  0.47169  1.09860  3.02637  -1.8176
H  1.22739  1.47400  3.73444  0.3304
H  -0.03688  0.24824  3.49477  0.3732
H  -0.26143  1.89887  2.86360  0.3103
C  1.49561  1.59538  0.69276  0.2673
C  1.35865  3.08022  0.73456  -1.3110
H  0.42845  3.36898  1.23271  0.3085
H  1.37465  3.50097  -0.27145  0.3899
H  2.19175  3.52181  1.29595  0.3145
C  2.90401  -1.67152  -0.59601  -0.9954
H  3.96831  -1.78482  -0.35372  0.2799
H  2.81774  -1.51470  -1.67365  0.1859
H  2.39480  -2.60319  -0.33781  0.3011
C  2.69150  1.39481  -1.60789  -1.2915
H  1.88979  1.97404  -2.08124  0.1948
H  2.96549  0.58317  -2.28362  0.3017
H  3.55046  2.06059  -1.47471  0.2667
C  -2.25260  -0.85031  2.18883  0.0360
H  -2.25338  0.22348  2.36591  0.4812
C  -2.70259  -1.70637  3.19321  -1.2172
H  -3.18190  -1.29217  4.07503  0.4293
C  -2.49302  -3.07384  3.00127  -0.5113
H  -2.84573  -3.78507  3.75052  0.3275
C  -1.80938  -3.51317  1.87298  -1.0308
H  -1.57478  -4.56068  1.70772  0.4071
C  -1.41865  -2.57324  0.85900  0.7255
C  -0.53583  -2.95029  -0.19431  -1.0101
H  -0.03832  -3.92936  -0.16300  0.2916
C  -0.42709  -1.05154  -1.67629  -0.8702
C  -0.53886  -3.06618  -2.70856  -1.0391
H  -0.49326  -4.13906  -2.78389  0.4829
C  -0.56014  -2.12779  -3.65333  -0.5942
H  -0.56232  -2.22576  -4.73023  0.5319
N  -0.55085  -0.87420  -3.02836  1.2638
C  -0.76294  0.38372  -3.70705  -0.3981
C  0.27540  0.95081  -4.45957  1.2341
C  0.09573  2.24384  -4.96384  -0.8483
H  0.90169  2.71946  -5.52845  0.2912
C  -1.10333  2.93399  -4.77488  0.7347
C  -1.26475  4.34792  -5.22795  -1.5549
H  -1.12944  5.05481  -4.40043  0.2210
H  -2.26816  4.50692  -5.63231  0.3658
H  -0.52680  4.58533  -5.99623  0.3983
C  -2.17002  2.27305  -4.16620  -0.4529
H  -3.14705  2.75730  -4.10509  0.2725
C  -2.01731  1.00121  -3.61738  0.7426
C  -3.17523  0.29937  -2.97550  -1.4514
H  -3.56485  -0.48790  -3.63962  0.3611
H  -3.97992  1.02161  -2.78298  0.4053
H  -2.90968  -0.16372  -2.01593  0.1233
C  1.53660  0.18884  -4.73388  -1.8055
H  1.45292  -0.36677  -5.68200  0.3628
H  1.76355  -0.53745  -3.94306  0.1871
H  2.38957  0.87626  -4.83210  0.4413
N  -5.38725  4.03115  0.98021  -0.3761
C  -4.74217  2.82784  0.82847  0.2823
O  -5.20841  1.76706  1.24249  -0.7119
C  -3.44923  2.89023  0.07295  0.1513
C  -3.00586  4.01429  -0.64510  -1.3727
C  -1.76705  3.94588  -1.26975  -1.2608
C  -1.01638  2.77186  -1.16265  -0.3837
N  -1.42585  1.69981  -0.48106  0.8422
C  -2.65823  1.72119  0.05586  -0.8969
H  -6.22127  4.02890  1.55823  0.2481
H  -4.89912  4.90484  0.88207  0.1507
H  -3.62097  4.91103  -0.74114  0.1790
H  -1.34355  4.76280  -1.85124  0.5494
H  -0.04020  2.68540  -1.65120  0.0932
H  -3.03082  0.78994  0.48616  0.6959

---

ORCA calculation (the ωB97M-V functional and the def2-TZVPD basis) on a structure of composition C34H39N5OSn at a distorted geometry.

Net charge ... -2
Energy ... -1882.11040 hartree
Orbital gap (alpha / beta) ... 3.569 / 3.627 eV
F_max ... 0.065 Eh/bohr

Last column: Mulliken charge in e.
Atoms and positions in Å:
Sn  0.52932  -0.61308  -0.43884  0.9105
N  -2.03332  -1.72789  2.22938  -0.1063
N  -0.86018  -2.93598  -0.83805  0.0974
C  3.16966  0.18945  0.72304  0.1174
C  3.14902  -1.18195  1.13710  0.1558
C  2.49617  -1.24286  2.40239  0.6855
C  2.27394  -2.44738  3.23349  -1.6011
H  2.39797  -3.36995  2.65429  0.3263
H  1.26358  -2.44495  3.66881  0.2458
H  2.99018  -2.47903  4.07159  0.3250
C  2.11303  0.07471  2.76684  0.6324
C  1.40401  0.47137  4.00418  -1.6654
H  2.07930  0.99380  4.69960  0.2967
H  1.00792  -0.41004  4.51976  0.3864
H  0.56549  1.14773  3.78150  0.2280
C  2.53869  0.96258  1.74279  0.8932
C  2.36001  2.43154  1.74823  -1.5826
H  1.33517  2.70269  2.04325  0.1972
H  2.56642  2.85679  0.75846  0.3690
H  3.04827  2.90570  2.46699  0.3583
C  3.72042  -2.31839  0.37774  -1.5503
H  4.79340  -2.43680  0.60950  0.3053
H  3.65112  -2.15948  -0.71060  0.2238
H  3.22396  -3.26729  0.62897  0.3418
C  3.64435  0.71250  -0.58135  -0.7674
H  2.81016  1.11248  -1.19145  -0.0740
H  4.14590  -0.06560  -1.17122  0.3269
H  4.35223  1.54208  -0.43395  0.3830
C  -2.62835  -1.88772  3.40923  -0.3094
H  -3.21469  -1.05826  3.78081  0.4655
C  -2.60195  -3.09659  4.11493  -0.6382
H  -3.20093  -3.23917  5.01327  0.3798
C  -1.84242  -4.13387  3.55613  -0.2791
H  -1.73751  -5.09778  4.05191  0.3500
C  -1.13484  -3.91399  2.38497  -0.7412
H  -0.49487  -4.67199  1.91342  0.3487
C  -1.23863  -2.67695  1.71298  0.0449
C  -0.31456  -2.51381  0.46825  -0.0058
H  0.63762  -3.04865  0.66687  0.2354
C  -1.27423  -1.76718  -1.55257  -1.4774
C  -0.15241  -3.71721  -1.79466  -1.0849
H  0.29279  -4.67594  -1.54012  0.4189
C  -0.08647  -3.05694  -2.96436  -0.0776
H  0.37101  -3.35466  -3.91122  0.5351
N  -0.77915  -1.85423  -2.83601  0.2817
C  -0.76771  -0.64275  -3.58425  -0.4363
C  0.44418  -0.12845  -4.05464  1.5075
C  0.44720  1.20693  -4.47960  -1.0837
H  1.37483  1.64421  -4.85965  0.2401
C  -0.68669  2.01564  -4.35314  0.8879
C  -0.64284  3.48180  -4.67548  -1.5173
H  -0.41191  4.07936  -3.78402  0.1744
H  -1.60647  3.82674  -5.06134  0.3585
H  0.12266  3.70831  -5.41937  0.4048
C  -1.86647  1.45732  -3.85010  -0.7493
H  -2.77215  2.05572  -3.78315  0.2954
C  -1.90214  0.15613  -3.36472  1.1097
C  -3.02450  -0.40528  -2.57223  -1.5127
H  -3.49352  -1.25490  -3.09373  0.3761
H  -3.78711  0.36608  -2.44552  0.4260
H  -2.65588  -0.80015  -1.54087  0.1493
C  1.72595  -0.89923  -3.97843  -1.5522
H  1.62682  -1.89111  -4.43092  0.3062
H  2.08259  -1.02138  -2.93681  0.1472
H  2.51743  -0.35420  -4.50998  0.4343
N  -3.83533  4.45502  2.55659  -0.3302
C  -3.26871  3.21036  2.50058  0.3402
O  -3.58276  2.31752  3.29035  -0.7358
C  -2.28716  2.98539  1.39077  0.8835
C  -1.99515  3.94995  0.41102  -0.9475
C  -1.08153  3.63062  -0.59302  -1.0676
C  -0.49127  2.36336  -0.60108  -0.1566
N  -0.86066  1.39153  0.25337  0.6816
C  -1.72933  1.69585  1.24493  -0.9238
H  -4.42435  4.68159  3.34543  0.2302
H  -3.51866  5.22528  1.98783  0.1311
H  -2.49364  4.91958  0.39270  0.0487
H  -0.80146  4.33479  -1.37383  0.2541
H  0.30678  2.12979  -1.31717  0.2262
H  -1.99758  0.87072  1.91318  0.4947

---

ORCA calculation (the ωB97M-V functional and the def2-TZVPD basis) on a structure of composition C34H40Cl3CrF4N8OS at a distorted geometry.

Net charge ... +2
Energy ... -5054.99489 hartree
Multiplicity ... 2
Orbital gap (alpha / beta) ... 5.303 / 4.636 eV
F_max ... 0.062 Eh/bohr

Last column: Mulliken charge in e.
Atoms and positions in Å:
Cr  0.54384  1.62538  0.30604  0.2784
C  -0.54145  3.77231  -1.19147  -0.8940
C  0.92951  4.15802  -1.00688  -0.7573
N  1.74218  2.93756  -0.82054  0.5360
C  2.37056  2.54838  -2.10685  -0.6198
C  1.45157  2.47629  -3.31665  -1.4798
C  2.84739  3.10389  0.14601  -0.7306
C  3.32592  1.74907  0.68722  -1.4571
N  2.15677  1.00063  1.07540  1.7058
C  2.15792  -0.00363  1.96077  -0.7585
C  0.89626  -0.56280  2.26943  0.9672
F  -0.18361  -0.01524  1.56949  -0.4421
C  0.70010  -1.49890  3.26225  0.2202
F  -0.54117  -1.89100  3.55725  -0.2990
C  1.77962  -2.00842  3.96473  -0.5953
C  3.04606  -1.53052  3.65077  0.2360
F  4.09958  -2.00525  4.29596  -0.2768
C  3.24275  -0.55574  2.68301  0.1698
F  4.48618  -0.11238  2.43893  -0.2990
H  -1.19311  4.61500  -0.96586  0.5038
H  -0.81991  2.92966  -0.51781  -0.0282
H  -0.74293  3.47496  -2.21638  0.4579
H  1.03109  4.80204  -0.13352  0.5398
H  1.28055  4.73965  -1.86510  0.5395
H  2.83961  1.57518  -1.96610  0.4089
H  3.16431  3.27486  -2.32745  0.3725
H  0.61860  1.80021  -3.14882  0.2347
H  2.03521  2.10596  -4.15657  0.4600
H  1.07197  3.45438  -3.59952  0.4061
H  2.47178  3.68043  0.99194  0.0073
H  3.69464  3.64217  -0.29740  0.5399
H  3.99062  1.94333  1.53459  0.6695
H  3.91237  1.20363  -0.06531  0.4085
H  1.64464  -2.74066  4.74228  0.5796
Cl  -4.17652  -6.81609  -7.09642  -0.1753
C  -3.25944  -5.90503  -5.96799  0.3562
C  -1.88196  -6.07887  -5.88278  -0.9174
C  -1.15322  -5.29387  -5.01181  -0.3220
C  -1.76047  -4.33372  -4.20594  -0.2369
C  -0.90529  -3.48687  -3.28540  -0.1209
C  -0.93431  -1.98659  -3.66222  -1.3079
N  -0.14380  -1.24357  -2.71228  0.5195
C  1.15943  -1.50691  -2.42081  -1.4151
C  1.52196  -0.63589  -1.43945  -0.8614
N  0.46514  0.17048  -1.13633  1.5411
C  -0.52952  -0.24091  -1.91501  -0.9850
O  -1.30048  -3.53450  -1.93066  0.0229
C  -1.09869  -4.79498  -1.30540  -1.0361
C  -1.83360  -4.76358  -0.00434  -0.2129
C  -3.06390  -5.35252  0.19277  0.5128
Cl  -3.94899  -6.26299  -0.93451  -0.1804
S  -3.67644  -5.07275  1.78887  -0.1699
C  -2.29204  -4.14692  2.17922  -0.4154
C  -1.40716  -4.06738  1.14371  -0.4598
C  -3.15091  -4.21794  -4.26391  1.0197
Cl  -3.99296  -3.12519  -3.22715  -0.1677
C  -3.89713  -4.98734  -5.14201  -0.8673
H  -1.39397  -6.81256  -6.50144  0.4434
H  -0.08464  -5.43461  -4.95223  0.4135
H  0.13136  -3.85491  -3.36928  0.6138
H  -1.96357  -1.63221  -3.62127  0.4628
H  -0.53315  -1.84732  -4.66852  0.2412
H  1.72438  -2.26536  -2.92029  0.5829
H  2.45499  -0.56579  -0.92343  0.7146
H  -1.52439  0.16497  -1.90845  0.4601
H  -0.02180  -4.95657  -1.14413  0.3497
H  -1.48431  -5.60234  -1.93860  0.4899
H  -2.20304  -3.71156  3.15539  0.4589
H  -0.47645  -3.53305  1.19259  0.5434
H  -4.96733  -4.86495  -5.19915  0.4627
C  0.02538  4.44077  2.22549  -1.3808
N  -0.34502  5.03724  3.47891  0.1915
C  0.59947  4.63098  4.51430  -0.6491
N  0.59739  3.18052  4.64516  0.1444
C  0.97341  2.58348  3.39362  -0.9047
N  0.05200  2.93924  2.26291  1.4195
C  -1.32796  2.54310  2.71254  -0.9206
N  -1.69467  3.13764  3.97031  0.1144
C  -1.67947  4.58947  3.85644  -0.7215
C  -0.74503  2.73336  5.00008  -0.6911
H  1.02298  4.81003  1.97060  0.3695
H  -0.69573  4.75223  1.46365  0.2681
H  0.31570  5.08596  5.46407  0.3618
H  1.60621  4.96403  4.24528  0.3312
H  0.96821  1.50078  3.53032  -0.0236
H  1.98668  2.90891  3.13628  0.2467
H  -1.38362  1.45856  2.82727  0.1661
H  -2.05186  2.85939  1.95208  0.3675
H  -1.95310  5.03683  4.81216  0.3422
H  -2.39481  4.90600  3.09292  0.3366
H  -0.74777  1.64472  5.09451  0.3303
H  -1.03565  3.16851  5.95594  0.3399